69
Properties=species:S:1:pos:R:3 method="wB97M-V/def2-TZVPD" e_tot_ev=-55116.00880 gap_ev="5.00 / 5.00" homo_energy_ev="-6.2347 / -6.2401"
Cd 0.0270 -0.0862 0.1970
C -0.2411 -6.8340 0.1039
C -0.2324 -6.6745 -1.2874
C -0.2699 -5.4139 -1.8652
C -0.3037 -4.3185 -1.0162
C -0.3638 -2.8690 -1.2740
N -0.5044 -2.3368 -2.4810
C -0.7225 -1.0367 -2.7431
C -1.0632 -0.5105 -4.0699
C -1.2324 -1.1241 -5.3035
C -1.5756 -0.3206 -6.3793
C -1.7558 1.0615 -6.2247
C -1.5984 1.6716 -4.9914
C -1.2423 0.8688 -3.9166
C -1.0242 1.1588 -2.4986
N -1.1135 2.3781 -1.9520
C -1.1345 2.6328 -0.6443
N -1.2173 1.7350 0.3706
C -1.1917 2.3674 1.5712
N -1.2164 1.8145 2.7837
C -1.1223 0.5061 3.0410
N -0.8214 -0.4902 2.1691
C -0.7726 -1.6833 2.7904
N -0.5322 -2.8865 2.2451
C -0.3794 -3.1258 0.9488
N -0.3457 -2.2349 -0.0726
C -0.3118 -4.4778 0.3705
C -0.2880 -5.7364 0.9506
C -1.0517 -1.4632 4.2151
C -1.1326 -2.3307 5.2958
C -1.4256 -1.7887 6.5375
C -1.6404 -0.4121 6.6943
C -1.5679 0.4527 5.6136
C -1.2645 -0.0898 4.3719
C -1.1345 3.8138 1.3250
C -1.0744 4.9059 2.1793
C -0.9746 6.1654 1.6105
C -0.9307 6.3308 0.2189
C -0.9871 5.2400 -0.6338
C -1.0939 3.9795 -0.0629
N -0.6936 -0.0017 -1.8810
H -0.2158 -7.8324 0.5226
H -0.2011 -7.5528 -1.9199
H -0.2760 -5.2799 -2.9396
H -1.1012 -2.1935 -5.4098
H -1.7135 -0.7649 -7.3568
H -2.0291 1.6593 -7.0850
H -1.7474 2.7364 -4.8635
H -0.3070 -5.8500 2.0273
H -0.9739 -3.3933 5.1623
H -1.4952 -2.4367 7.4024
H -1.8716 -0.0214 7.6777
H -1.7415 1.5156 5.7259
H -1.1079 4.7697 3.2529
H -0.9286 7.0386 2.2491
H -0.8534 7.3287 -0.1935
H -0.9580 5.3587 -1.7100
N 1.8648 0.9504 1.9498
C 3.0352 1.4955 1.2642
C 2.6337 1.9848 -0.1133
N 2.0728 0.8650 -0.8844
H 1.3003 1.6944 2.3496
H 2.1199 0.3398 2.7157
H 3.7731 0.6966 1.1540
H 3.5200 2.3079 1.8102
H 3.4955 2.4435 -0.6026
H 1.8603 2.7543 -0.0195
H 2.7847 0.1596 -1.0452
H 1.7497 1.1669 -1.7971

22
Properties=species:S:1:pos:R:3 method="wB97M-V/def2-TZVPD" e_tot_ev=-22278.42134 charge=+1 gap_ev="4.36 / 4.46" homo_energy_ev="-10.3758 / -10.4746"
C 3.5534 -0.4838 0.0624
C 2.3650 -1.2064 0.1728
C 3.5241 0.8944 -0.1351
C 1.1522 -0.5749 0.3667
C 2.3045 1.5108 -0.2072
C 1.0785 0.8145 0.0914
C -2.1726 -1.4303 -0.7852
C -1.9570 3.0022 0.1061
N -0.1190 1.3136 0.1905
N -2.6978 -1.5883 0.4334
S -0.3222 2.8856 -0.0533
H 4.4507 -0.9233 0.0243
H 2.2469 -2.3111 0.2300
H 4.5329 1.2628 -0.2820
H 0.1819 -1.1715 0.5507
H 2.0660 2.5677 -0.5048
H -2.1922 -0.5247 -1.2625
H -1.9417 -2.3916 -1.2155
H -2.4029 2.1490 0.3457
H -2.2905 3.9379 0.2032
H -2.7625 -0.7185 0.9430
H -2.6676 -2.4899 0.8721

37
Properties=species:S:1:pos:R:3 method="wB97M-V/def2-TZVPD" e_tot_ev=-54809.21730 charge=-2 gap_ev=4.91 homo_energy_ev=-0.0279
C -0.5757 0.8128 -2.2038
C -1.4189 -0.3327 -2.0610
C -0.5824 -1.4702 -1.8340
C -2.8832 -0.3783 -2.3191
C 0.7839 -1.0207 -1.8265
C 0.7864 0.3866 -2.0519
C 2.0031 1.2043 -2.3130
C -1.0351 2.1535 -2.6463
C -1.0558 -2.8808 -1.8612
C 1.9941 -1.8884 -1.8410
Hf -0.3248 -0.0180 0.3336
Cl -2.5603 0.0783 1.0088
Cl 0.3387 2.2433 0.4328
Cl 0.3432 -2.2119 1.0592
H -3.3641 0.5681 -2.0447
H -3.3616 -1.1790 -1.7426
H -3.0949 -0.5633 -3.3835
H -1.9374 -3.0024 -1.2194
H -0.2901 -3.5711 -1.4944
H -1.3410 -3.1886 -2.8796
H 1.8903 -2.7183 -1.1366
H 2.8757 -1.3192 -1.5326
H 2.1874 -2.3001 -2.8429
H 2.8602 0.7957 -1.7683
H 1.8910 2.2352 -1.9631
H 2.2567 1.2160 -3.3847
H -1.9178 2.4736 -2.0788
H -1.3120 2.1433 -3.7115
H -0.2603 2.9122 -2.4977
O 2.7963 4.0825 0.1111
H 3.6880 4.2382 0.5093
B 0.0919 0.0618 5.0617
C 0.2355 0.1894 3.5677
N 0.2895 0.2279 2.3946
H -0.9819 0.5796 5.3271
H 0.9848 0.5734 5.7021
H 0.0006 -1.1330 5.3034

64
Properties=species:S:1:pos:R:3 method="wB97M-V/def2-TZVPD" e_tot_ev=-54816.57305 spin_multiplicity=5 gap_ev="6.94 / 5.91" homo_energy_ev="-6.4560 / -7.6958"
Pd 0.8023 -0.0549 -0.0236
P 0.7295 2.0242 -1.1904
P 0.3976 -2.3057 0.7147
N 1.0778 -0.8320 -1.7999
H 0.4719 2.0685 2.0712
C 2.2484 2.9383 -0.7538
H 2.2398 3.9439 -1.1982
H 3.1123 2.3744 -1.1275
H 2.3152 3.0088 0.3396
C -0.6192 3.1810 -0.7887
H -0.4255 4.1712 -1.2299
H -0.7037 3.2712 0.3015
H -1.5645 2.7785 -1.1771
C 0.7635 1.9796 -3.0168
H 0.6822 2.9958 -3.4307
H -0.0738 1.3696 -3.3780
H 1.6994 1.5201 -3.3581
C 1.8108 -2.7904 1.7589
H 1.6678 -3.7984 2.1723
H 1.9022 -2.0523 2.5641
H 2.7189 -2.7566 1.1468
C -1.0388 -2.6416 1.7808
H -1.0058 -3.6759 2.1547
H -1.9605 -2.4805 1.2089
H -1.0288 -1.9457 2.6282
C 0.3014 -3.5859 -0.5813
H 0.0963 -4.5723 -0.1401
H 1.2441 -3.6202 -1.1389
H -0.5018 -3.3240 -1.2806
C 1.6011 -1.3185 -2.8936
C 3.4820 -1.9083 -4.3683
C 3.0236 -1.4106 -3.1630
C 0.7134 -1.7889 -3.9359
C 1.2058 -2.2831 -5.1306
C 2.5854 -2.3426 -5.3516
H 4.5579 -1.9641 -4.5553
H 3.7059 -1.0718 -2.3764
H -0.3594 -1.7268 -3.7258
H 0.5059 -2.6240 -5.8924
H 2.9642 -2.7316 -6.2987
C 0.8849 1.3030 2.7699
O 1.3243 0.2341 1.9484
C 2.0570 1.8687 3.5680
H 1.7389 2.2345 4.5526
H 2.4852 2.7126 3.0240
H 2.8231 1.0988 3.7093
C -0.2263 0.8935 3.7181
H 0.1901 0.2775 4.5312
H -1.0146 0.3172 3.2236
H -0.6815 1.7864 4.1809
C -3.7370 -0.3993 2.6259
Si -3.1151 0.6327 1.1367
C -4.3878 0.4831 -0.2412
C -3.1188 2.4098 1.8407
O -1.6444 0.2660 0.6417
H -4.7202 -0.0493 2.9760
H -3.0503 -0.3123 3.4773
H -3.8366 -1.4678 2.3891
H -5.3790 0.7518 0.1476
H -4.1684 1.1551 -1.0845
H -4.4569 -0.5394 -0.6433
H -2.2922 2.5106 2.5549
H -2.9699 3.1549 1.0473
H -4.0492 2.6596 2.3695

Repeat the first record exactly.
69
Properties=species:S:1:pos:R:3 method="wB97M-V/def2-TZVPD" e_tot_ev=-55116.00880 gap_ev="5.00 / 5.00" homo_energy_ev="-6.2347 / -6.2401"
Cd 0.0270 -0.0862 0.1970
C -0.2411 -6.8340 0.1039
C -0.2324 -6.6745 -1.2874
C -0.2699 -5.4139 -1.8652
C -0.3037 -4.3185 -1.0162
C -0.3638 -2.8690 -1.2740
N -0.5044 -2.3368 -2.4810
C -0.7225 -1.0367 -2.7431
C -1.0632 -0.5105 -4.0699
C -1.2324 -1.1241 -5.3035
C -1.5756 -0.3206 -6.3793
C -1.7558 1.0615 -6.2247
C -1.5984 1.6716 -4.9914
C -1.2423 0.8688 -3.9166
C -1.0242 1.1588 -2.4986
N -1.1135 2.3781 -1.9520
C -1.1345 2.6328 -0.6443
N -1.2173 1.7350 0.3706
C -1.1917 2.3674 1.5712
N -1.2164 1.8145 2.7837
C -1.1223 0.5061 3.0410
N -0.8214 -0.4902 2.1691
C -0.7726 -1.6833 2.7904
N -0.5322 -2.8865 2.2451
C -0.3794 -3.1258 0.9488
N -0.3457 -2.2349 -0.0726
C -0.3118 -4.4778 0.3705
C -0.2880 -5.7364 0.9506
C -1.0517 -1.4632 4.2151
C -1.1326 -2.3307 5.2958
C -1.4256 -1.7887 6.5375
C -1.6404 -0.4121 6.6943
C -1.5679 0.4527 5.6136
C -1.2645 -0.0898 4.3719
C -1.1345 3.8138 1.3250
C -1.0744 4.9059 2.1793
C -0.9746 6.1654 1.6105
C -0.9307 6.3308 0.2189
C -0.9871 5.2400 -0.6338
C -1.0939 3.9795 -0.0629
N -0.6936 -0.0017 -1.8810
H -0.2158 -7.8324 0.5226
H -0.2011 -7.5528 -1.9199
H -0.2760 -5.2799 -2.9396
H -1.1012 -2.1935 -5.4098
H -1.7135 -0.7649 -7.3568
H -2.0291 1.6593 -7.0850
H -1.7474 2.7364 -4.8635
H -0.3070 -5.8500 2.0273
H -0.9739 -3.3933 5.1623
H -1.4952 -2.4367 7.4024
H -1.8716 -0.0214 7.6777
H -1.7415 1.5156 5.7259
H -1.1079 4.7697 3.2529
H -0.9286 7.0386 2.2491
H -0.8534 7.3287 -0.1935
H -0.9580 5.3587 -1.7100
N 1.8648 0.9504 1.9498
C 3.0352 1.4955 1.2642
C 2.6337 1.9848 -0.1133
N 2.0728 0.8650 -0.8844
H 1.3003 1.6944 2.3496
H 2.1199 0.3398 2.7157
H 3.7731 0.6966 1.1540
H 3.5200 2.3079 1.8102
H 3.4955 2.4435 -0.6026
H 1.8603 2.7543 -0.0195
H 2.7847 0.1596 -1.0452
H 1.7497 1.1669 -1.7971

What did the third record say?
37
Properties=species:S:1:pos:R:3 method="wB97M-V/def2-TZVPD" e_tot_ev=-54809.21730 charge=-2 gap_ev=4.91 homo_energy_ev=-0.0279
C -0.5757 0.8128 -2.2038
C -1.4189 -0.3327 -2.0610
C -0.5824 -1.4702 -1.8340
C -2.8832 -0.3783 -2.3191
C 0.7839 -1.0207 -1.8265
C 0.7864 0.3866 -2.0519
C 2.0031 1.2043 -2.3130
C -1.0351 2.1535 -2.6463
C -1.0558 -2.8808 -1.8612
C 1.9941 -1.8884 -1.8410
Hf -0.3248 -0.0180 0.3336
Cl -2.5603 0.0783 1.0088
Cl 0.3387 2.2433 0.4328
Cl 0.3432 -2.2119 1.0592
H -3.3641 0.5681 -2.0447
H -3.3616 -1.1790 -1.7426
H -3.0949 -0.5633 -3.3835
H -1.9374 -3.0024 -1.2194
H -0.2901 -3.5711 -1.4944
H -1.3410 -3.1886 -2.8796
H 1.8903 -2.7183 -1.1366
H 2.8757 -1.3192 -1.5326
H 2.1874 -2.3001 -2.8429
H 2.8602 0.7957 -1.7683
H 1.8910 2.2352 -1.9631
H 2.2567 1.2160 -3.3847
H -1.9178 2.4736 -2.0788
H -1.3120 2.1433 -3.7115
H -0.2603 2.9122 -2.4977
O 2.7963 4.0825 0.1111
H 3.6880 4.2382 0.5093
B 0.0919 0.0618 5.0617
C 0.2355 0.1894 3.5677
N 0.2895 0.2279 2.3946
H -0.9819 0.5796 5.3271
H 0.9848 0.5734 5.7021
H 0.0006 -1.1330 5.3034